85
Properties=species:S:1:pos:R:3:forces:R:3:mulliken_charge:R:1 method="wB97M-V/def2-TZVPD" homo_ev="-2.82 / -3.45" gap_ha="0.1717 / 0.2145" charge=-1 total_energy_ha=-1805.7193 e_above_lowest_kcal_mol=124.9 lumo_ev="1.85 / 2.38"
Tl -0.6541 0.0792 0.1149 0.405 0.542 -0.618 0.977
N 1.0100 -3.1487 2.3774 -0.999 -0.601 0.970 -0.394
N 0.3897 -2.1899 -1.7338 -0.956 2.729 -0.497 -0.015
C 1.4990 2.5143 -0.5322 1.636 -1.710 -0.254 0.624
C 2.4988 1.5546 -0.2021 -1.607 1.437 -1.103 1.198
C 2.4359 1.3223 1.2004 -1.151 0.633 1.058 0.354
C 3.2171 0.3362 1.9743 0.519 0.318 0.193 -1.293
H 4.1554 0.1017 1.4579 -0.081 -0.087 0.138 0.411
H 2.6636 -0.6110 2.1200 -0.037 0.259 -0.043 0.153
H 3.4571 0.7392 2.9671 0.022 -0.107 -0.085 0.434
C 1.4049 2.1448 1.7393 0.498 -0.198 -1.108 0.687
C 1.0118 2.2026 3.1626 0.042 0.104 0.566 -1.013
H 1.7271 2.8134 3.7381 -0.178 -0.064 0.081 0.360
H 0.9923 1.2025 3.6122 -0.080 0.247 -0.147 -0.291
H 0.0198 2.6560 3.2786 0.116 -0.132 0.077 0.352
C 0.8330 2.8866 0.6700 0.115 -1.121 1.359 -0.173
C -0.3073 3.8239 0.8111 -0.225 0.408 0.063 -1.581
H -1.1518 3.3596 1.3442 0.231 0.130 -0.174 0.258
H -0.6579 4.1659 -0.1676 -0.048 -0.018 0.172 0.355
H -0.0051 4.7085 1.3908 -0.110 -0.042 -0.094 0.315
C 3.4570 0.9229 -1.1394 0.341 -0.093 -0.250 -1.206
H 4.4220 1.4569 -1.1235 -0.097 -0.170 -0.060 0.296
H 3.0883 0.9551 -2.1727 0.052 -0.076 0.216 -0.071
H 3.6499 -0.1231 -0.8678 -0.054 0.154 -0.135 0.408
C 1.1952 3.0230 -1.8940 0.037 0.235 -0.313 -0.980
H 0.1373 3.3037 -1.9881 0.230 -0.076 -0.094 0.247
H 1.4111 2.2632 -2.6561 -0.121 0.174 0.070 -0.131
H 1.8032 3.9118 -2.1296 -0.173 -0.098 -0.093 0.322
C 0.3193 -3.9204 3.2451 0.676 0.117 -1.486 -0.563
H 0.8788 -4.0375 4.1876 -0.775 -0.465 -0.251 0.433
C -0.9159 -4.4768 2.9102 0.620 0.146 1.080 -0.404
H -1.3466 -5.0752 3.6726 -0.739 -0.528 0.500 0.490
C -1.5231 -4.2879 1.6685 1.553 0.808 -0.932 -0.504
H -2.4804 -4.7392 1.4209 0.171 -0.022 0.038 0.406
C -0.8293 -3.4937 0.7421 0.897 1.599 0.865 -0.596
H -1.2122 -3.2488 -0.2769 0.517 -0.219 1.052 0.377
C 0.4035 -2.7752 1.2495 -1.348 0.991 -0.354 -0.050
C 0.9809 -1.3514 1.0076 2.536 -4.012 -2.821 0.170
H 2.1149 -1.7459 0.4775 -2.968 1.536 1.342 -0.117
C -0.2236 -1.0896 -2.3534 1.287 -1.931 3.008 -1.142
C 1.2161 -2.7884 -2.6131 -3.494 3.251 -3.555 -0.926
H 1.7842 -3.4964 -2.1638 1.982 -2.601 0.128 0.642
C 0.9817 -2.2026 -3.9100 0.970 -1.362 2.287 -0.874
H 1.2877 -2.6124 -4.8731 -0.276 0.542 0.414 0.602
N 0.1382 -1.0817 -3.6543 0.950 -1.924 0.005 0.336
C 0.0386 0.1335 -4.3543 -0.199 -0.959 0.683 0.677
C 1.1228 0.5111 -5.1277 -0.750 0.420 -0.057 1.045
C 0.9662 1.6744 -5.8595 -0.363 0.684 -0.174 -1.140
H 1.7804 1.9734 -6.5212 -0.196 0.144 0.090 0.283
C -0.1878 2.4651 -5.7424 0.143 -0.313 0.246 0.791
C -0.3505 3.7046 -6.5751 -0.082 0.134 -0.017 -1.503
H -0.8711 4.4801 -5.9973 0.146 -0.077 -0.220 0.363
H -0.9444 3.4985 -7.4768 0.111 0.094 0.139 0.284
H 0.6265 4.0860 -6.8899 -0.184 0.040 0.012 0.358
C -1.1866 2.0917 -4.8264 0.174 0.824 -0.641 -0.680
H -2.0749 2.7385 -4.6894 0.578 -0.362 -0.114 0.287
C -1.0890 0.9259 -4.0993 0.297 -0.203 -0.590 1.220
C -2.1866 0.5584 -3.1593 -1.412 0.157 -0.089 -1.817
H -2.1401 -0.4702 -2.7908 -0.064 0.550 -0.218 0.389
H -3.1535 0.7198 -3.6704 0.185 0.080 0.040 0.491
H -2.2002 1.2275 -2.2829 0.204 -0.335 -0.179 0.100
C 2.4094 -0.2341 -5.1300 1.110 0.149 -0.868 -1.590
H 2.3362 -1.2528 -5.5210 0.151 0.491 0.217 0.366
H 2.9243 -0.2502 -4.1558 -0.456 -0.163 -0.252 0.180
H 3.0680 0.3003 -5.8211 0.169 0.061 0.043 0.380
C 0.2264 -1.0339 5.0579 0.244 0.325 0.042 -0.993
N -1.2008 -1.2456 4.8667 -0.184 -0.166 0.037 0.364
C -1.8673 -2.1824 5.7503 -0.210 0.006 -0.023 -1.179
C -1.6928 -0.8873 3.6351 0.275 -0.028 -0.048 -0.489
O -0.9263 -0.4911 2.7621 -0.763 -0.038 0.574 -0.234
N -3.0564 -1.0053 3.4274 0.015 -0.068 0.130 0.272
C -4.0347 -0.6940 4.4558 0.052 -0.074 0.168 -1.254
C -3.5033 -0.8422 2.0546 0.062 0.075 -0.139 -0.843
H 0.5419 -1.5723 5.9576 -0.042 0.148 -0.179 0.483
H 0.4134 0.0381 5.2037 0.137 -0.284 0.009 0.215
H 0.8063 -1.3808 4.1934 -0.128 0.088 0.159 0.244
H -2.5307 -1.6565 6.4521 0.097 -0.309 0.010 0.316
H -2.4525 -2.9240 5.1855 0.163 0.227 0.130 0.356
H -1.0965 -2.7091 6.3210 -0.265 0.003 -0.083 0.415
H -4.8627 -0.1399 3.9998 0.207 0.013 0.145 0.510
H -4.4558 -1.6049 4.9029 0.015 0.187 0.047 0.291
H -3.5934 -0.0767 5.2494 -0.136 -0.136 -0.179 0.341
H -3.2315 0.1475 1.6537 -0.084 -0.302 0.019 0.193
H -3.0562 -1.6241 1.4284 -0.085 0.276 0.020 0.067
H -4.5921 -0.9494 2.0445 0.181 -0.067 -0.105 0.559